# 1
Computed, not measured: an isolated molecule of C20H22N4O3, with ωB97M-V with the def2-TZVPD basis set.

Each line ends with the Mulliken charge.
CARTESIAN COORDINATES (ANGSTROEM)
1 C 2.942347 3.152219 0.703858  -1.29
2 C 3.643450 1.880902 0.238775  0.06
3 C 4.936611 1.578382 1.001651  -0.76
4 C 4.805306 1.434623 2.519787  -0.63
5 C 4.212834 0.107079 2.992523  -1.17
6 N 2.820129 -0.080238 2.600804  0.17
7 C 1.890945 0.712454 3.244884  0.27
8 O 2.184187 1.498858 4.115010  -0.65
9 N 0.588045 0.559806 2.835121  -0.06
10 C 0.166504 -0.331399 1.882422  0.57
11 C -1.172353 -0.436734 1.517311  -1.12
12 C -1.562610 -1.350310 0.551822  0.68
13 C -3.025808 -1.417016 0.234307  0.25
14 O -3.873212 -1.144270 1.059299  -0.66
15 N -3.316808 -1.806319 -1.027829  -0.12
16 C -4.675731 -1.863546 -1.525799  -1.10
17 C -4.813169 -1.095790 -2.814845  0.75
18 C -4.196966 -1.540970 -3.981827  -0.43
19 C -4.336962 -0.789544 -5.136274  -0.43
20 C -5.086611 0.375406 -5.087219  -0.42
21 C -5.662676 0.729705 -3.876665  -0.20
22 N -5.528081 0.017704 -2.772617  -0.47
23 C -0.613105 -2.186991 -0.042172  -0.66
24 C 0.712166 -2.087618 0.319143  -1.14
25 C 1.117688 -1.157060 1.274982  0.75
26 C 2.533493 -1.048536 1.646999  0.65
27 O 3.405125 -1.740638 1.165703  -0.68
28 H 2.097508 3.373499 0.054621  0.37
29 H 2.568072 3.052053 1.719594  0.26
30 H 3.628442 3.995951 0.673258  0.36
31 H 2.954730 1.037729 0.307000  -0.08
32 H 3.903404 1.990872 -0.817562  0.39
33 H 5.639867 2.391359 0.803310  0.42
34 H 5.369544 0.660514 0.597095  0.30
35 H 5.805007 1.495766 2.955274  0.34
36 H 4.220047 2.254576 2.933479  0.39
37 H 4.258327 0.067707 4.084136  0.39
38 H 4.767330 -0.731629 2.567984  0.48
39 H -0.092568 1.140733 3.306699  0.24
40 H -1.923179 0.182501 1.984563  0.45
41 H -2.573749 -1.937595 -1.695261  0.29
42 H -4.966303 -2.910206 -1.682908  0.33
43 H -5.316689 -1.419621 -0.761147  0.38
44 H -3.631126 -2.461343 -3.986776  0.38
45 H -3.873207 -1.108946 -6.058522  0.40
46 H -5.222645 0.988605 -5.964033  0.37
47 H -6.261382 1.625858 -3.780769  0.39
48 H -0.912666 -2.935911 -0.759497  0.48
49 H 1.466498 -2.722634 -0.119692  0.51

Cartesian forces (eV/Å) of the 3 atoms listed first:
C 0.0026 -0.2414 -0.1180
C 0.1169 0.0925 0.0136
C -0.1416 -0.0669 0.0483

Calculated values
E_tot, eV: -33202.588
Structure (SMILES): CCCCCn1c(=O)[nH]c2cc(C(=O)NCc3ccccn3)ccc2c1=O
Molar mass, Da: 366.4
HOMO energy, eV: -9.084
ΔE to the lowest compared entry with this formula, charge and spin, kJ/mol: 21.1

# 2
Computed, not measured: an isolated molecule of C20H22N4O4S2, with ωB97M-V with the def2-TZVPD basis set.

Each line ends with the Mulliken charge.
CARTESIAN COORDINATES (ANGSTROEM)
1 C 2.519540 -1.067223 -2.565645  -1.34
2 C 1.106054 -1.353976 -2.498721  0.53
3 C 0.639396 -2.360547 -3.568904  -1.77
4 N 0.279457 0.006533 -2.515595  0.70
5 N -0.502363 0.044377 -1.402441  -0.77
6 C -1.413479 0.990293 -1.299975  0.40
7 C -2.080086 1.064349 -0.162885  0.13
8 O -3.163537 1.336214 -0.137598  -0.52
9 N -1.360682 0.968343 1.050374  0.29
10 C 0.146227 0.948675 1.031734  0.38
11 C 0.860332 1.380703 2.460552  -1.12
12 N -0.052486 0.464169 3.372000  -0.05
13 S 0.759555 -0.679997 4.106113  1.13
14 O 0.224788 -1.537814 4.947235  -0.66
15 O 2.077693 -0.354708 4.418296  -0.71
16 C 0.982140 -1.947511 2.659144  -0.21
17 C 0.374998 -3.027865 2.288773  0.05
18 C 0.819414 -3.577003 1.238678  -0.42
19 C 1.866937 -3.134451 0.637365  -0.93
20 S 2.340039 -1.661931 1.680698  -0.22
21 C -1.623303 -0.095857 3.137696  -1.21
22 C -2.020496 0.949690 2.294424  -0.73
23 C -1.324902 1.993141 -2.515142  0.39
24 C -2.222505 3.043411 -2.481883  -1.37
25 C -2.468180 3.868533 -3.655238  -0.71
26 C -1.553750 3.400216 -4.814490  -0.40
27 C -0.637869 2.469950 -4.744418  -1.02
28 C -0.700771 1.883310 -3.620191  1.39
29 C 0.282230 0.474466 -3.791488  0.32
30 O 1.058171 0.376163 -4.660476  -0.56
31 H 2.791539 -0.516782 -3.608030  0.23
32 H 2.872252 -0.307287 -1.900713  0.39
33 H 3.268464 -1.904075 -2.419428  0.33
34 H 0.935289 -1.811520 -1.517091  0.09
35 H 1.173127 -3.228172 -3.433475  0.62
36 H 1.124382 -2.028762 -4.578417  0.27
37 H -0.271579 -2.794345 -3.411382  0.49
38 H 0.344391 -0.110663 0.796111  -0.19
39 H 0.517297 1.893652 0.289655  0.17
40 H 0.240220 2.427741 2.891981  0.22
41 H 1.765490 1.165998 2.683577  0.87
42 H -0.461457 -3.159441 2.904775  0.58
43 H 0.331063 -4.664927 0.637040  0.06
44 H 2.395126 -3.392228 -0.111523  0.99
45 H -1.955235 -0.019245 4.109427  0.37
46 H -1.510816 -0.917912 2.779105  0.86
47 H -3.277590 0.865694 1.968603  0.31
48 H -2.137512 1.865627 2.812908  0.38
49 H -2.830767 3.210407 -1.784020  0.75
50 H -3.213161 4.617923 -3.583121  0.45
51 H -1.925352 4.291003 -5.612526  0.11
52 H -0.295618 2.197550 -5.606829  0.62

Cartesian forces (eV/Å) of the 3 atoms listed first:
C 4.1903 1.5698 -3.2055
C -2.2058 -0.3801 0.9332
C 3.5374 3.0245 -1.4719

Calculated values
E_tot, eV: -56899.958
Structure (SMILES): CC(C)n1nc(C(=O)N2CCN(S(=O)(=O)c3cccs3)CC2)c2ccccc2c1=O
Molar mass, Da: 446.6
HOMO energy, eV: -9.059
ΔE to the lowest compared entry with this formula, charge and spin, kJ/mol: 1709.2

# 3
Computed, not measured: an isolated molecule of C20H22N4O6S, with ωB97M-V with the def2-TZVPD basis set.

Each line ends with the Mulliken charge.
CARTESIAN COORDINATES (ANGSTROEM)
1 C 5.612487 -2.443284 -2.399780  -0.81
2 O 6.307818 -1.275921 -2.027001  -0.46
3 C 5.749295 -0.459902 -1.094304  0.20
4 C 4.523668 -0.692384 -0.487669  -0.42
5 C 4.054438 0.214088 0.458350  0.15
6 N 2.829140 0.039024 1.114847  -0.01
7 C 1.881223 -0.921875 0.939737  0.27
8 O 1.971668 -1.837587 0.150935  -0.66
9 C 0.676535 -0.705278 1.860255  -0.04
10 C -0.219366 -1.947064 1.931976  -1.13
11 C -0.952918 -2.185086 0.613256  -1.13
12 N -1.692097 -1.014012 0.185280  0.14
13 S -3.166789 -0.761317 0.937193  1.31
14 O -3.106092 0.261892 1.938706  -0.65
15 O -3.717374 -2.035609 1.287256  -0.72
16 C -4.113763 -0.150414 -0.467303  -0.26
17 C -3.880255 -0.647537 -1.713216  -0.32
18 C -4.639326 -0.252376 -2.845277  -0.71
19 C -5.659340 0.647198 -2.752877  -0.75
20 C -5.936486 1.174921 -1.476740  0.82
21 N -6.841385 2.038603 -1.055851  -0.55
22 O -6.648849 2.165301 0.251208  -0.03
23 N -5.654810 1.424314 0.719021  -0.47
24 C -5.162284 0.774791 -0.318255  0.89
25 C -0.877442 0.176448 0.081051  -1.21
26 C -0.152360 0.499812 1.388176  -0.78
27 C 4.799628 1.334619 0.790588  -0.94
28 C 6.029932 1.565026 0.176231  0.58
29 O 6.680476 2.692794 0.571173  -0.42
30 C 7.930031 2.982200 -0.008732  -0.83
31 C 6.504272 0.667782 -0.766151  -0.53
32 H 6.241526 -2.935355 -3.139979  0.24
33 H 5.464360 -3.111300 -1.546179  0.33
34 H 4.642043 -2.206932 -2.846174  0.32
35 H 3.926508 -1.553380 -0.724720  0.79
36 H 2.636952 0.747862 1.809396  0.23
37 H 1.063379 -0.495203 2.864784  0.54
38 H 0.383327 -2.824823 2.168170  0.45
39 H -0.959663 -1.801874 2.721908  0.45
40 H -1.678704 -2.990618 0.724010  0.52
41 H -0.237088 -2.437774 -0.172372  0.48
42 H -3.083337 -1.364157 -1.833920  0.48
43 H -4.391294 -0.687850 -3.801057  0.41
44 H -6.246753 0.955460 -3.601778  0.42
45 H -1.540298 1.000118 -0.193801  0.46
46 H -0.156346 0.014573 -0.727159  0.56
47 H 0.477838 1.379306 1.240431  0.59
48 H -0.905154 0.732039 2.143002  0.42
49 H 4.449725 2.044709 1.523440  0.39
50 H 8.258544 3.913502 0.449925  0.24
51 H 7.847322 3.120464 -1.091226  0.33
52 H 8.661616 2.196149 0.202297  0.34
53 H 7.447865 0.798619 -1.267617  0.50

Cartesian forces (eV/Å) of the 3 atoms listed first:
C -0.1237 -0.2048 -0.0635
O 0.0793 0.3185 0.1717
C -0.0544 0.2547 0.2152

Calculated values
E_tot, eV: -50174.546
Structure (SMILES): COc1cc(NC(=O)C2CCN(S(=O)(=O)c3cccc4nonc34)CC2)cc(OC)c1
Molar mass, Da: 446.5
HOMO energy, eV: -8.411
ΔE to the lowest compared entry with this formula, charge and spin, kJ/mol: 439.0

# 4
Computed, not measured: C20H22N6O2OsP as an isolated structure, with ωB97M-V with the def2-TZVPD basis set.

Each line ends with the Mulliken charge.
CARTESIAN COORDINATES (ANGSTROEM)
1 Os 0.414082 -0.539914 0.669120  2.68
2 C 0.085550 2.905529 4.898049  -0.82
3 N 0.650314 2.015808 3.871987  0.02
4 C 1.990957 1.792205 3.713889  -0.66
5 C 2.135988 0.937395 2.666594  -0.41
6 N 0.879406 0.637850 2.202822  -0.31
7 C -0.014923 1.305850 2.947959  0.25
8 P -1.825482 1.233056 2.711893  -0.28
9 C -1.782845 1.488951 0.896776  0.35
10 N -0.956717 0.832418 0.058944  -0.26
11 C -1.225587 1.284126 -1.216858  -0.43
12 C -2.214559 2.208344 -1.137899  -0.53
13 N -2.549293 2.323949 0.190917  0.12
14 C -3.558769 3.265359 0.698566  -0.83
15 C -1.887339 -0.586032 2.634708  0.37
16 N -1.063159 -1.320983 1.878595  -0.34
17 C -1.413774 -2.636175 2.050066  -0.40
18 C -2.458821 -2.685550 2.920915  -0.52
19 N -2.745784 -1.396114 3.275025  0.13
20 C -3.792423 -1.013207 4.233067  -0.84
21 H 0.462849 3.913013 4.742034  0.37
22 H 0.381214 2.545688 5.880313  0.37
23 H -0.997604 2.905958 4.822289  0.31
24 H 2.726229 2.255900 4.349989  0.50
25 H 3.031525 0.523969 2.237731  0.55
26 H -0.695650 0.924445 -2.082240  0.51
27 H -2.704977 2.790846 -1.899583  0.50
28 H -4.393012 3.283883 0.002893  0.36
29 H -3.121636 4.258547 0.774618  0.34
30 H -3.910538 2.935849 1.671564  0.35
31 H -0.903712 -3.444224 1.555469  0.50
32 H -3.014674 -3.521913 3.310098  0.49
33 H -4.650891 -1.662323 4.085946  0.36
34 H -4.091792 0.015843 4.056260  0.35
35 H -3.418104 -1.123297 5.248291  0.34
36 C 3.625583 0.121327 -2.127986  -1.69
37 C 2.783723 -0.581103 -1.125364  1.30
38 O 1.907457 0.112453 -0.545546  -0.84
39 C 2.993116 -1.990561 -0.796171  0.57
40 C 3.923743 -2.725304 -1.522943  -0.87
41 C 4.236632 -4.044681 -1.185469  -0.83
42 C 3.654338 -4.645240 -0.069838  -0.60
43 C 2.748728 -3.944395 0.697626  -0.49
44 C 2.387878 -2.633355 0.336737  0.66
45 O 1.525002 -2.030662 1.133518  -0.86
46 H 3.359970 1.173592 -2.158259  0.33
47 H 3.467738 -0.317630 -3.117193  0.48
48 H 4.685323 0.012486 -1.891899  0.47
49 H 4.417027 -2.276309 -2.373428  0.46
50 H 4.946782 -4.595408 -1.787734  0.46
51 H 3.918510 -5.659129 0.199576  0.45
52 H 2.298503 -4.377931 1.580762  0.52

Cartesian forces (eV/Å) of the 3 atoms listed first:
Os 0.4989 -0.3481 0.2130
C -0.0124 0.0039 0.0020
N -0.1025 -0.0490 -0.0673

Calculated values
E_tot, eV: -45863.195
Molar mass, Da: 599.6
Charge: +3
HOMO energy (spin up / spin down), eV: -17.458 / -17.735
ΔE to the lowest compared entry with this formula, charge and spin, kJ/mol: 2.1